[1]
{
  "formula": "C9H13N3S2",
  "method": "ωB97M-V/def2-TZVPD",
  "smiles": "S=c1ccc(N2CCNCC2)c(S)[nH]1",
  "homo_energy_ev": [-7.04, -7.04],
  "multiplicity": 1,
  "total_charge": 0,
  "elements": ["S", "C", "C", "H", "H", "N", "C", "C", "H", "H", "H", "H", "H", "N", "H", "N", "C", "C", "H", "C", "C", "C", "H", "H", "H", "H", "S"],
  "xyz": [[-0.73, 2.45, -0.23], [1.28, 0.08, -1.44], [-3.63, -0.28, 0.15], [2.09, -1.74, 0.43], [3.38, -0.03, -0.61], [-2.83, 0.82, -0.04], [1.34, -1.09, 0.75], [1.73, 0.17, 1.42], [3.09, 1.38, -1.53], [-3.27, 1.77, -0.09], [1.70, -0.57, -2.31], [2.47, 0.08, 2.20], [0.50, 0.86, -1.80], [2.09, 1.17, 0.44], [2.44, 1.93, 0.95], [0.60, -0.69, -0.48], [-1.44, 0.81, -0.04], [-1.56, -1.62, -0.18], [0.52, 1.92, -0.05], [-0.75, -0.51, -0.23], [-2.94, -1.49, 0.13], [2.55, 0.69, -0.88], [0.67, -1.65, 1.41], [-1.28, -2.68, -0.38], [0.89, 0.72, 1.91], [-3.62, -2.40, 0.41], [-5.32, -0.10, 0.11]],
  "lowdin_charge": [0.82, -0.20, -0.87, 0.10, 0.13, 0.00, -0.12, -0.21, 0.12, 0.13, 0.14, 0.12, 0.11, -0.13, 0.11, -0.13, -0.44, -0.01, -0.14, -0.26, -0.12, -0.17, 0.14, 0.14, 0.13, 0.14, 0.49]
}

---

[2]
{
  "formula": "C9H13N4",
  "method": "ωB97M-V/def2-TZVPD",
  "homo_energy_ev": -12.82,
  "multiplicity": 1,
  "total_charge": 1,
  "elements": ["C", "N", "H", "H", "C", "C", "C", "H", "H", "N", "H", "C", "H", "N", "C", "H", "H", "C", "H", "H", "H", "H", "C", "N", "H", "C"],
  "xyz": [[1.06, 2.53, -0.69], [0.72, -0.62, -0.38], [2.97, -1.14, -1.76], [-2.10, 1.15, 2.39], [0.12, 1.99, -1.73], [-0.07, 1.67, -0.26], [-0.06, 0.31, 0.14], [1.12, 3.59, -0.38], [2.32, -0.74, -3.36], [-1.15, -2.68, 1.60], [-2.66, -3.09, 3.06], [-0.69, -1.69, 0.94], [1.31, -0.37, -1.23], [0.35, -1.86, 0.04], [-1.85, 0.10, 2.06], [-3.16, -0.83, 3.59], [0.36, 1.09, -2.31], [-2.47, -0.98, 2.74], [0.66, -2.70, -0.49], [-0.61, 2.57, -2.38], [2.08, 2.08, -0.57], [3.00, 0.37, -2.46], [-0.98, -0.29, 1.04], [2.52, -0.47, -2.41], [-0.76, 2.36, 0.24], [-2.03, -2.33, 2.57]],
  "lowdin_charge": [-0.08, 0.11, 0.08, 0.15, -0.08, -0.24, -0.13, 0.13, 0.07, 0.14, 0.13, -0.28, 0.10, 0.14, 0.03, 0.12, 0.08, -0.03, 0.20, 0.14, 0.12, 0.02, -0.07, 0.06, 0.16, -0.06]
}

---

[3]
{
  "formula": "C9H13N4OP",
  "method": "ωB97M-V/def2-TZVPD",
  "homo_energy_ev": [-9.06, -9.08],
  "multiplicity": 1,
  "total_charge": 0,
  "elements": ["H", "C", "C", "C", "H", "H", "H", "H", "H", "H", "H", "C", "H", "C", "H", "C", "P", "N", "H", "O", "C", "N", "H", "C", "N", "N", "H", "C"],
  "xyz": [[-0.22, -1.41, -1.25], [-3.15, -2.51, -1.54], [2.42, 0.45, 1.28], [4.40, 2.36, -0.91], [4.80, 3.11, -1.46], [0.38, 1.14, -0.60], [1.60, -1.30, -1.03], [-3.35, -1.65, -0.90], [-3.32, 0.93, 1.06], [-3.34, 3.17, -0.52], [2.38, -1.71, 1.44], [-0.67, 1.38, -0.58], [1.30, -0.62, 2.65], [3.69, 1.45, -0.43], [2.19, 1.40, 1.83], [1.70, -0.87, 1.60], [-0.99, -0.75, 1.31], [-1.40, 0.54, 0.21], [-3.83, -3.13, -2.12], [-0.92, -0.12, 2.68], [-2.53, 2.29, -0.44], [0.57, -0.97, 0.72], [-2.16, -2.78, -1.76], [-2.63, 1.11, 0.24], [-1.29, 2.40, -0.97], [3.14, 0.49, 0.20], [0.63, -2.79, -0.20], [0.59, -1.63, -0.50]],
  "lowdin_charge": [0.08, 0.09, -0.07, 0.15, -0.02, 0.10, 0.12, -0.03, 0.11, 0.15, 0.13, -0.24, 0.13, -0.24, 0.15, -0.18, 0.85, -0.18, -0.01, -0.36, -0.17, -0.38, -0.06, -0.18, 0.07, 0.04, 0.13, -0.18]
}

---

[4]
{
  "formula": "C9H13NNiO",
  "method": "ωB97M-V/def2-TZVPD",
  "homo_energy_ev": [0.92, 0.93],
  "multiplicity": 3,
  "total_charge": -2,
  "elements": ["Ni", "O", "H", "C", "H", "H", "C", "H", "H", "H", "C", "C", "C", "H", "H", "H", "H", "H", "C", "C", "C", "N", "H", "C", "H"],
  "xyz": [[-0.88, 0.70, 0.83], [-0.90, -0.65, 1.99], [-2.10, -2.36, -0.86], [1.18, -1.82, -0.41], [1.63, 1.18, 0.05], [-0.37, -0.54, 3.91], [0.07, -0.32, 2.93], [1.74, -0.92, -2.39], [0.98, -0.93, 2.83], [1.74, 2.54, -2.12], [-1.05, -2.12, -0.94], [-0.07, -2.28, 0.09], [0.66, 2.61, -2.00], [-0.25, -2.72, 1.06], [0.37, 0.75, 2.90], [-2.02, 1.62, -1.53], [0.03, 3.08, -2.75], [-0.85, -1.35, -3.05], [-0.39, -1.56, -2.08], [-1.44, 1.99, -0.69], [0.04, 2.02, -0.91], [0.64, 1.40, 0.11], [2.12, -1.81, 0.15], [0.98, -1.36, -1.74], [-1.86, 2.86, -0.17]],
  "lowdin_spin": [1.64, 0.10, 0.00, 0.00, 0.01, 0.00, 0.01, 0.00, 0.00, 0.00, 0.01, 0.00, 0.02, 0.00, 0.00, 0.01, 0.00, 0.00, 0.00, 0.04, 0.01, 0.13, 0.00, 0.00, 0.01]
}

---

Among the records above, which one has the highest multiplicity? C9H13NNiO